No. 1
Here is a structure of composition C23H64BF4O9 from the OMol25 dataset. Energies are from the ωB97M-V functional and the def2-TZVPD basis.

The geometry in XYZ format:
```
101
Properties=species:S:1:pos:R:3:mulliken_charge:R:1
B -0.70710 0.43522 0.75923 -0.235
F -2.09237 0.10255 0.74166 -0.495
F -0.09890 -0.56324 1.40259 0.308
F -0.34941 0.52606 -0.54607 0.731
F -0.48519 1.59288 1.47485 -0.579
C 0.89098 -0.93966 -2.87727 0.122
O 1.28930 0.24907 -3.45927 -0.586
H -0.12576 -1.27239 -3.15706 0.441
H 0.83101 -0.86072 -1.87138 -0.044
H 1.57352 -1.64205 -3.11599 -0.163
H 1.57849 0.93080 -2.87451 0.854
C 2.42721 1.52497 -0.19809 -0.418
O 2.06545 1.90035 -1.54698 -0.672
H 2.98990 0.70663 -0.28823 1.294
H 1.56529 1.06939 0.30227 -0.112
H 2.88433 2.45009 0.05159 1.440
H 2.83648 2.54557 -1.82818 0.690
C 3.25635 -0.77792 4.53677 -1.718
C 2.54821 -0.02052 3.41350 1.216
C 3.31131 1.06229 3.08058 -1.490
O 2.45165 -0.93025 2.38338 -0.557
H 4.25041 -1.14727 4.47966 0.386
H 2.77609 -1.88065 4.55333 0.149
H 3.31219 -0.13429 5.25648 0.590
H 1.72277 0.42060 3.64992 0.357
H 3.42139 1.81768 3.73150 0.609
H 2.77463 1.42112 2.22827 0.002
H 4.38964 1.06159 2.90854 0.434
H 1.61771 -0.94891 2.24478 -0.035
C 2.32875 -1.33095 -1.60796 -0.357
C 2.90891 -2.47125 -2.50996 -0.020
C 3.20000 -3.76492 -1.81283 -0.976
O 2.03306 -2.60633 -3.46701 -0.481
H 1.39901 -1.63467 -1.31657 0.006
H 1.95872 -0.48420 -2.14641 -0.178
H 3.12582 -1.15146 -0.81064 0.081
H 3.80734 -2.12707 -3.15535 0.285
H 4.20653 -3.75288 -1.16879 0.284
H 3.20897 -4.73094 -2.69618 0.199
H 2.53251 -3.89657 -1.01320 0.077
H 2.38348 -2.98712 -4.33233 0.401
C -6.38648 1.00869 -1.69268 -1.358
C -5.23185 0.23641 -1.20761 0.510
C -4.58163 -0.72864 -2.21820 -0.704
O -4.22537 1.12610 -0.84839 -0.454
H -7.03925 1.64971 -1.07472 0.398
H -7.16650 0.32572 -1.85294 0.423
H -6.09674 1.63560 -2.64821 0.191
H -5.48446 -0.43461 -0.43976 0.368
H -3.71419 -1.14733 -1.74348 0.183
H -4.18307 -0.21489 -3.14471 -0.039
H -5.36318 -1.59948 -2.26615 0.360
H -3.65533 0.78792 -0.29412 0.216
C -2.43958 0.09859 4.44473 -0.587
C -2.31781 1.58608 4.30418 0.695
C -2.93720 2.57037 5.40705 -1.378
O -0.92451 1.89429 4.03631 -0.625
H -2.36131 -0.54939 3.52597 0.095
H -3.67048 -0.13489 4.43274 0.232
H -1.61738 -0.21971 5.24865 0.148
H -2.68515 2.08246 3.29387 0.100
H -2.31190 2.50466 6.56134 0.198
H -3.98422 2.42279 5.52463 0.365
H -2.83594 3.62616 5.23329 0.408
H -0.60988 1.55170 3.17357 0.234
C -1.06504 -5.01509 3.07898 -1.964
C -0.30218 -3.83302 2.75490 1.106
C 0.97752 -4.16076 2.08275 -0.846
O -1.15809 -2.98923 1.87580 -0.597
H -0.58134 -5.77750 3.66910 0.411
H -1.31748 -5.63144 2.15142 0.305
H -1.86198 -4.82603 3.57709 0.598
H 0.04290 -3.18874 3.51326 0.136
H 1.72993 -4.51109 2.81787 0.348
H 1.59411 -3.28724 1.68820 -0.012
H 0.81184 -4.89530 1.18027 0.223
H -0.78890 -2.14741 1.74796 0.104
C 0.91590 3.77494 -1.63770 -2.293
C 1.88669 3.50126 -0.57141 1.000
C 3.16794 4.40271 -0.69655 -1.755
O 1.39470 3.70496 0.70055 -0.650
H 0.53470 4.71905 -1.54816 0.629
H 0.13307 3.27439 -1.51883 0.758
H 1.12467 3.48167 -2.76066 0.006
H 2.23106 2.41066 -0.71572 -2.099
H 3.75040 4.28769 -1.63853 0.296
H 3.71131 4.20967 0.12409 0.597
H 2.91427 5.35669 -0.63057 0.606
H 0.87000 2.92258 0.82285 -0.013
C -2.03128 -0.45679 -4.78288 -1.522
C -0.94310 0.48949 -4.13367 1.524
C -0.63198 1.51093 -5.32061 -1.556
O -1.65944 0.97751 -3.07427 -0.517
H -2.84554 0.11252 -5.09143 0.475
H -2.09841 -1.40065 -4.03943 0.204
H -1.60694 -1.08994 -5.55672 0.362
H -0.09754 -0.08668 -4.10295 0.251
H -1.56427 2.09769 -5.65619 0.336
H -0.14533 1.20704 -6.18234 0.408
H -0.00404 2.34309 -4.98647 0.321
H -1.26337 0.67345 -2.29395 0.002
```

Computed properties:
Net charge: -1
Frontier orbital gap in eV: 5.89


No. 2
Here is a cluster of 7 separate species, C23H64N3O19P2S6 in total from the OMol25 dataset. Energies are from the ωB97M-V functional and the def2-TZVPD basis.

The geometry in XYZ format:
```
117
Properties=species:S:1:pos:R:3:mulliken_charge:R:1
C 3.28938 3.04197 -2.80026 -1.361
C 2.60512 1.74877 -3.24549 -0.078
P 2.26187 0.59696 -1.85933 0.390
C 1.58600 1.69423 -0.56815 -1.056
N 0.86635 -0.33528 -2.51618 -0.121
C -0.41638 -0.15850 -2.17020 -0.473
N -1.06609 -1.08834 -1.38734 -0.102
N -1.07234 0.89167 -2.69544 0.181
P -1.62189 2.35861 -1.78440 0.113
C -1.33989 3.50163 -3.16078 -0.829
O -3.24455 2.24749 -1.87091 -0.444
H 4.14535 2.86308 -2.14689 0.324
H 2.59152 3.71712 -2.30733 0.334
H 3.64822 3.56398 -3.68621 0.382
H 3.24028 1.19428 -3.93838 0.420
H 1.66337 1.96320 -3.75774 0.018
H 2.47408 1.95655 0.01232 0.380
H 1.13747 2.61911 -0.92858 0.331
H 0.89612 1.17363 0.09733 0.418
H 1.12466 -1.31425 -2.57847 0.393
H -1.49336 -1.89494 -1.80960 0.193
H -1.17513 -0.97905 -0.38625 0.218
H -0.60694 1.15059 -3.56611 0.183
H -2.03284 4.33421 -3.03847 0.424
H -0.32046 3.88864 -3.11203 0.205
H -1.50617 3.05663 -4.14337 0.252
H -3.61957 2.00102 -1.02025 0.373
O -0.72872 -1.69399 1.54927 -0.681
S -0.43948 -2.60390 2.63318 0.980
O 0.30627 -3.78029 2.32368 -0.607
O -1.78176 -2.95274 3.37203 0.004
C -2.89631 -3.48826 2.59204 -0.395
C -2.71089 -4.94167 2.23866 -1.104
C 0.33146 -1.74671 3.95738 -0.795
H -3.04091 -2.84839 1.71989 0.356
H -3.75172 -3.35853 3.25203 0.254
H -1.88229 -5.09601 1.54896 0.343
H -3.62562 -5.31259 1.77505 0.420
H -2.52273 -5.51313 3.14512 0.252
H -0.24115 -0.85505 4.19416 0.173
H 1.33273 -1.48859 3.61790 0.377
H 0.37995 -2.41678 4.81165 0.335
O -3.52978 -6.19502 5.19570 -0.561
S -3.31393 -7.06390 6.32004 1.195
O -2.67150 -8.32055 6.09258 -0.639
O -4.68895 -7.27546 7.06851 -0.308
C -5.82728 -7.72734 6.28265 -0.286
C -5.74684 -9.19117 5.91692 -0.986
C -2.48467 -6.19618 7.60172 -0.987
H -5.91330 -7.08739 5.40403 0.270
H -6.67656 -7.52630 6.93139 0.273
H -4.92413 -9.39061 5.23297 0.302
H -6.68003 -9.48486 5.43497 0.387
H -5.60297 -9.80240 6.80727 0.274
H -2.98861 -5.24866 7.77097 0.315
H -1.46617 -6.03725 7.25366 0.373
H -2.48884 -6.81546 8.49457 0.361
O 0.57034 0.99441 -6.25189 -0.525
S -0.33275 0.29409 -7.12893 1.182
O 0.07124 -0.95042 -7.69982 -0.632
O -0.84559 1.27740 -8.24425 -0.305
C 0.14852 1.96011 -9.07042 -0.205
C 0.78103 1.05225 -10.09756 -1.036
C -1.86888 0.07194 -6.29908 -0.931
H 0.88639 2.41510 -8.40883 0.208
H -0.42372 2.75656 -9.53952 0.297
H 1.38944 0.27837 -9.63362 0.303
H 1.41876 1.65154 -10.74796 0.402
H 0.01768 0.56676 -10.70427 0.277
H -2.17450 1.02412 -5.87253 0.244
H -1.68593 -0.66710 -5.52114 0.327
H -2.61283 -0.29633 -6.99992 0.405
O 0.37999 5.93353 -4.61043 -0.646
S 1.61299 6.47615 -5.11447 1.298
O 2.82585 6.14274 -4.42909 -0.620
O 1.48403 8.03665 -5.26523 -0.314
C 1.03843 8.80961 -4.11078 -0.321
C 2.10929 8.95895 -3.05652 -0.953
C 1.78938 6.10065 -6.82157 -0.975
H 0.13190 8.34753 -3.71937 0.302
H 0.76827 9.77001 -4.54238 0.283
H 2.35337 8.00560 -2.59123 0.271
H 1.74894 9.64064 -2.28559 0.390
H 3.02129 9.36836 -3.48928 0.269
H 0.87195 6.36812 -7.33826 0.332
H 1.97298 5.02999 -6.88697 0.310
H 2.63925 6.65605 -7.20871 0.374
O -4.73643 -0.81208 6.93003 -0.672
S -3.41867 -0.35234 6.61386 1.253
O -2.28853 -1.10964 7.06252 -0.596
O -3.27425 1.15620 7.06203 -0.284
C -3.62646 1.48421 8.43955 -0.395
C -2.58636 1.03163 9.43680 -0.952
C -3.26153 -0.09724 4.88181 -0.513
H -4.60966 1.06344 8.64998 0.352
H -3.71838 2.56754 8.42392 0.268
H -2.52293 -0.05366 9.48769 0.296
H -2.85853 1.40970 10.42262 0.383
H -1.60270 1.41799 9.17109 0.261
H -4.09645 0.49402 4.51715 0.416
H -3.25468 -1.09071 4.43773 -0.082
H -2.31493 0.40555 4.70036 0.252
O 7.86319 -2.67619 -0.45857 -0.641
S 7.87308 -1.49219 0.34599 1.199
O 7.70886 -1.60875 1.76177 -0.611
O 6.78472 -0.48304 -0.23413 -0.299
C 5.44933 -1.00980 -0.42017 -0.128
C 4.69274 -1.18414 0.88004 -0.946
C 9.29581 -0.52413 -0.00184 -0.934
H 5.50823 -1.94518 -0.97792 0.345
H 4.95251 -0.27181 -1.04536 -0.008
H 5.13611 -1.95658 1.50518 0.466
H 3.66305 -1.47009 0.65579 0.300
H 4.69120 -0.25296 1.44895 0.285
H 9.39873 -0.42271 -1.07827 0.316
H 10.14083 -1.06615 0.41763 0.379
H 9.18560 0.44197 0.48289 0.315
```

Computed properties:
Net charge: +1
Frontier orbital gap in eV: 8.09